[1]
Entry from the Open Molecules 2025 dataset: 8 unconnected molecules or ions with the total composition C16H40F2N2O9S2 in a non-equilibrium geometry (ωB97M-V with the def2-TZVPD basis set).

Calculated values
* highest occupied orbital energy: -9.56 eV
* orbital gap: 9.9 eV

Geometry (Å):
N: 1.036 -0.669 0.256
H: 0.609 0.169 -0.171
H: 2.055 -0.548 0.266
H: 0.862 -1.540 -0.316
H: 0.606 -0.778 1.184
N: 0.568 -2.810 -1.294
S: -0.098 -4.125 -0.850
O: 0.634 -4.953 0.066
O: -0.944 -4.716 -1.838
F: -1.209 -3.489 0.129
S: 1.729 -3.583 -2.291
O: 1.230 -4.184 -3.497
O: 2.836 -4.160 -1.602
F: 2.277 -2.253 -2.959
C: 1.811 3.879 2.797
C: 1.076 4.751 3.586
C: -0.309 4.681 3.506
C: -0.895 3.909 2.501
C: -0.168 2.988 1.764
C: 1.213 2.976 1.934
H: 2.888 3.780 2.859
H: 1.491 5.362 4.376
H: -0.959 5.269 4.140
H: -1.970 3.962 2.376
H: -0.645 2.453 0.953
H: 1.820 2.355 1.287
C: -1.338 -1.230 4.402
C: -0.805 -1.829 3.085
O: 0.545 -1.358 2.903
H: -2.336 -1.662 4.520
H: -1.330 -0.146 4.372
H: -0.767 -1.666 5.225
H: -1.366 -1.318 2.305
H: -0.945 -2.909 3.101
H: 1.064 -1.801 3.582
C: -1.222 3.341 -1.882
C: 0.202 2.861 -1.666
O: 0.308 1.483 -1.270
H: -1.776 2.531 -2.361
H: -1.160 4.191 -2.565
H: -1.764 3.707 -1.012
H: 0.614 3.436 -0.834
H: 0.913 3.036 -2.475
H: 0.031 0.925 -2.019
C: -2.791 -2.065 -3.505
C: -1.456 -1.385 -3.828
O: -0.830 -0.880 -2.652
H: -2.638 -2.981 -2.935
H: -3.313 -2.320 -4.428
H: -3.426 -1.396 -2.920
H: -1.516 -0.603 -4.584
H: -0.850 -2.164 -4.304
H: -0.379 -1.655 -2.252
C: 4.352 0.603 -1.814
C: 4.803 0.375 -0.378
O: 3.922 -0.547 0.286
H: 4.113 -0.336 -2.311
H: 5.193 1.034 -2.363
H: 3.524 1.304 -1.910
H: 4.827 1.278 0.231
H: 5.784 -0.100 -0.325
H: 4.230 -1.453 0.195
C: -3.781 -1.601 0.487
C: -3.327 -0.153 0.517
O: -1.933 0.052 0.314
H: -4.859 -1.687 0.357
H: -3.470 -2.109 1.401
H: -3.320 -2.160 -0.328
H: -3.628 0.392 1.413
H: -3.843 0.359 -0.306
H: -1.794 -0.117 -0.630

[2]
Entry from the Open Molecules 2025 dataset: a molecular structure, C16H40F6K2O8P in a non-equilibrium geometry (ωB97M-V with the def2-TZVPD basis set).

Calculated values
* highest occupied orbital energy: -10.91 eV
* total charge: +1
* orbital gap: 7.5 eV

Geometry (Å):
K: 5.508 0.725 -1.498
K: 3.036 4.968 0.380
P: 2.582 1.074 0.193
F: 2.686 1.208 -1.426
F: 1.779 2.528 0.385
F: 1.219 0.255 0.152
F: 2.410 0.993 1.753
F: 3.426 -0.286 -0.023
F: 3.933 1.958 0.243
C: -5.982 -1.235 -2.057
O: -5.153 -1.648 -3.120
C: -4.062 -0.861 -3.545
C: -3.277 -0.192 -2.402
O: -2.028 0.283 -2.974
C: -1.232 1.148 -2.104
H: -6.646 -0.471 -2.461
H: -5.448 -0.905 -1.165
H: -6.783 -1.899 -1.736
H: -4.391 0.073 -3.999
H: -3.434 -1.479 -4.186
H: -3.109 -0.817 -1.525
H: -3.730 0.672 -1.916
H: -1.734 2.101 -1.937
H: -0.384 1.435 -2.725
H: -0.955 0.804 -1.107
C: 0.653 4.696 3.315
O: 1.021 5.821 2.496
C: -0.048 6.558 1.843
C: -0.547 5.689 0.635
O: 0.458 5.328 -0.337
C: 0.042 4.272 -1.199
H: 1.420 4.424 4.040
H: 0.420 3.803 2.734
H: -0.284 4.889 3.838
H: 0.537 7.340 1.359
H: -0.755 7.086 2.483
H: -1.391 6.290 0.296
H: -1.049 4.800 1.017
H: -0.751 4.608 -1.867
H: -0.382 3.554 -0.498
H: 0.826 3.750 -1.748
C: -1.288 -4.538 6.261
O: -0.854 -4.116 4.944
C: -1.990 -3.939 4.058
C: -1.640 -3.047 2.863
O: -1.104 -1.733 3.241
C: -0.359 -1.202 2.177
H: -0.503 -4.630 7.011
H: -1.715 -5.503 5.987
H: -2.071 -3.848 6.576
H: -2.739 -3.327 4.562
H: -2.436 -4.798 3.558
H: -2.433 -2.917 2.127
H: -0.815 -3.579 2.389
H: -0.156 -0.149 2.371
H: -0.980 -1.217 1.281
H: 0.660 -1.588 2.129
C: 0.589 -2.333 -3.223
O: 1.477 -3.249 -2.543
C: 2.775 -2.899 -2.116
C: 3.847 -2.630 -3.180
O: 4.956 -2.070 -2.569
C: 5.844 -2.925 -1.880
H: 0.312 -1.376 -2.779
H: -0.332 -2.913 -3.285
H: 1.034 -2.256 -4.215
H: 3.056 -3.714 -1.449
H: 2.788 -1.953 -1.576
H: 3.405 -1.879 -3.835
H: 3.954 -3.645 -3.561
H: 6.420 -3.569 -2.544
H: 5.365 -3.492 -1.082
H: 6.532 -2.305 -1.305

[3]
Entry from the Open Molecules 2025 dataset: 3 unconnected molecules or ions with the total composition C16H40N2O10P3 in a non-equilibrium geometry (ωB97M-V with the def2-TZVPD basis set).

Calculated values
* highest occupied orbital energy: -10.63 eV
* total charge: +1
* orbital gap: 6.4 eV
* energy above the lowest of the compared OMol25 structures with the same formula, charge and spin: 590.1 kJ/mol

Geometry (Å):
C: 3.527 -0.297 1.708
C: 1.960 -0.426 2.126
N: 1.071 0.557 1.430
C: 0.552 1.627 2.317
C: -0.999 1.963 1.960
C: -1.704 0.612 1.509
C: -1.842 0.416 -0.102
C: -2.397 -1.112 -0.050
P: -2.952 -1.794 -1.713
O: -3.553 -3.197 -1.476
C: -3.534 -0.863 1.103
N: -3.168 0.386 1.895
C: 1.625 1.059 0.176
C: 2.367 2.441 -0.049
O: 1.540 0.293 -0.824
H: 4.102 -0.889 2.497
H: 3.894 0.774 1.722
H: 3.669 -0.833 0.717
H: 1.837 -0.468 3.252
H: 1.652 -1.466 1.738
H: 0.515 1.233 3.396
H: 1.173 2.577 2.358
H: -1.472 2.264 2.967
H: -1.112 2.830 1.238
H: -1.253 -0.386 1.861
H: -2.696 1.143 -0.328
H: -0.933 0.640 -0.738
H: -1.508 -1.764 0.224
H: -1.754 -1.986 -2.507
H: -3.813 -0.905 -2.428
H: -3.473 -1.855 1.671
H: -4.470 -0.713 0.457
H: -3.660 1.258 1.652
H: -3.158 0.123 2.897
H: 1.703 3.361 0.034
H: 3.243 2.562 0.686
H: 2.856 2.474 -1.087
C: -3.943 -5.945 -2.566
O: -3.609 -7.276 -2.964
P: -3.511 -8.396 -1.661
O: -2.575 -9.316 -2.433
O: -5.073 -8.835 -1.869
C: -5.492 -9.304 -3.141
O: -3.450 -9.365 -0.246
C: -2.376 -9.041 0.633
H: -3.991 -5.314 -3.454
H: -4.916 -5.933 -2.065
H: -3.177 -5.553 -1.893
H: -4.668 -9.719 -3.724
H: -5.949 -8.482 -3.695
H: -6.242 -10.082 -2.993
H: -2.438 -7.994 0.933
H: -1.415 -9.228 0.143
H: -2.451 -9.668 1.522
C: 4.752 9.907 0.140
O: 4.090 8.749 0.655
P: 4.256 7.348 -0.328
O: 2.977 6.742 0.238
O: 5.555 6.862 0.539
C: 5.432 6.725 1.946
O: 4.493 6.023 -1.394
C: 3.843 6.169 -2.655
H: 4.598 10.735 0.832
H: 5.825 9.718 0.042
H: 4.334 10.176 -0.834
H: 4.401 6.551 2.258
H: 5.808 7.629 2.429
H: 6.044 5.881 2.266
H: 4.185 7.078 -3.152
H: 2.757 6.209 -2.520
H: 4.093 5.311 -3.278